Entry from OMol25: one molecule with the formula C4H4N4 in a non-equilibrium geometry (ωB97M-V/def2-TZVPD).

Structure (XYZ):
```
12
Properties=species:S:1:pos:R:3:lowdin_charge:R:1
H 1.8209 -1.4909 0.9742 0.04
N 1.9247 -0.4447 0.9282 0.07
C 1.1754 0.2922 -0.1124 -0.27
C 0.4939 1.6343 -0.4198 0.03
C -0.8135 1.3910 0.1087 -0.05
C -1.3961 0.1055 0.5864 -0.21
N -1.1779 -1.0587 0.3940 0.02
N -0.6152 -1.2716 -0.7283 -0.02
N 0.4857 -0.7041 -0.9888 0.04
H 0.7406 2.7150 -0.5889 0.11
H -1.5978 2.1342 -0.0611 0.10
H -2.0434 0.4580 1.4622 0.14
```

Computed properties:
**Energy above the lowest of the compared OMol25 structures with the same formula, charge and spin**: 162.7 kcal/mol
**Total charge**: 0
**SMILES**: [H]/N=c1/cccnnn1


Entry from OMol25: a 15-piece molecular cluster, C57H124N9O32 overall in a non-equilibrium geometry (ωB97M-V/def2-TZVPD).

Structure (XYZ):
```
222
Properties=species:S:1:pos:R:3:lowdin_charge:R:1
C 0.2601 -1.4567 -1.5106 -0.01
C 0.1018 -1.7491 0.0244 -0.19
N -0.1329 -0.5974 0.8022 -0.03
C 0.7212 0.2173 1.5156 0.00
C -0.0402 1.2301 2.1503 -0.01
N -1.3676 0.9362 1.9058 -0.06
C -1.4185 -0.0459 0.9687 0.07
C -2.4404 1.7949 2.2971 0.01
H -0.5692 -0.8229 -1.8249 0.08
H 0.2011 -2.3201 -2.1732 0.05
H 1.2573 -1.0246 -1.5930 0.06
H 0.9320 -2.2760 0.4948 0.10
H -0.7831 -2.3682 0.1720 0.09
H 1.7877 0.0687 1.5994 0.09
H 0.2607 2.0267 2.8147 0.11
H -2.3237 -0.3943 0.4938 0.13
H -3.2914 1.5419 1.6648 0.11
H -2.2817 2.8476 2.0633 0.09
H -2.6107 1.7272 3.3716 0.09
N -6.5759 2.3838 1.3161 -0.62
O -7.3274 3.3750 1.4627 -0.12
O -6.1397 1.6681 2.2806 -0.15
O -6.2301 2.1727 0.1575 0.00
N -4.0512 -1.8643 -1.2661 -0.65
O -4.3971 -0.7135 -1.1580 0.03
O -3.0707 -2.3139 -0.6478 -0.11
O -4.6926 -2.6186 -1.9702 -0.06
C -2.0775 3.8794 -0.4590 -0.06
C -2.0786 5.2451 -0.4027 -0.35
C -3.2431 6.0785 -0.9963 -0.41
O -3.2935 7.3623 -1.0266 -0.15
C -4.2624 5.4055 -1.5916 -0.04
C -4.3088 4.0058 -1.7472 -0.40
C -3.1536 3.1502 -1.1059 -0.29
O -3.2575 1.8839 -1.2100 -0.03
O -5.1729 3.3833 -2.3075 0.04
O -1.1122 5.7534 0.2972 -0.14
H -1.3176 3.3011 0.0455 0.07
H -5.0941 6.0067 -1.9284 0.09
C -4.5259 -1.8699 2.6701 -0.02
C -3.7677 -1.9619 4.0198 -0.18
O -2.3309 -2.0408 3.8730 -0.01
C -1.7451 -3.2564 3.6580 -0.55
O -2.2337 -4.3692 3.7328 0.11
O -0.4551 -2.9933 3.3839 -0.02
C 0.4502 -4.0965 3.1402 -0.02
H -4.6194 -2.8512 2.2051 0.08
H -3.9290 -1.2067 2.0440 0.07
H -5.4915 -1.3713 2.7549 0.08
H -4.0305 -2.7514 4.7238 0.11
H -3.8772 -1.0228 4.5623 0.10
H 0.7622 -4.5599 4.0761 0.08
H 1.3687 -3.7213 2.6888 0.07
H -0.0336 -4.7663 2.4293 0.09
C -1.9820 5.4479 4.1681 -0.04
C -0.8520 5.4881 5.1875 -0.18
O -1.0290 6.7242 5.8956 0.04
C -0.1001 7.2641 6.6427 -0.54
O 1.0969 6.8554 6.8055 0.04
O -0.6919 8.2717 7.3015 -0.01
C 0.0469 9.0417 8.2573 -0.05
H -2.0752 6.2992 3.4938 0.10
H -2.9627 5.2405 4.5964 0.08
H -1.7486 4.5901 3.5373 0.06
H 0.1262 5.4021 4.7145 0.12
H -0.9155 4.6577 5.8906 0.11
H 0.5778 9.7931 7.6729 0.09
H 0.7761 8.5233 8.8798 0.08
H -0.6773 9.4552 8.9593 0.08
C -1.9386 1.7480 7.2572 -0.05
C -2.2465 0.4993 6.4236 -0.17
O -1.0898 -0.3710 6.4446 -0.03
C 0.0290 -0.1489 5.6914 -0.59
O 0.2538 0.8573 5.0592 0.13
O 0.8710 -1.1389 5.7609 0.00
C 0.6314 -2.2828 6.6535 0.00
H -1.3434 2.4354 6.6561 0.06
H -1.3640 1.5242 8.1560 0.08
H -2.8603 2.1776 7.6497 0.08
H -2.4715 0.5858 5.3606 0.10
H -3.0740 -0.0609 6.8590 0.12
H 1.4428 -2.9501 6.3631 0.09
H -0.3470 -2.7140 6.4414 0.09
H 0.6920 -2.0191 7.7094 0.09
C 0.4657 1.9202 -2.2543 -0.06
O 1.7498 1.4387 -2.7285 -0.23
C 2.8117 1.8837 -1.8812 -0.20
C 4.0005 0.9586 -2.2266 -0.20
N 4.3782 1.2908 -3.5798 -0.04
C 5.1518 0.1979 -4.2846 -0.14
C 5.4388 0.7588 -5.7477 -0.20
O 4.2065 1.1835 -6.4132 -0.23
C 4.4445 1.4862 -7.8388 -0.07
H 0.5397 2.9966 -2.0999 0.09
H 0.1151 1.4292 -1.3464 0.07
H -0.2716 1.7034 -3.0273 0.08
H 2.4442 1.6408 -0.8842 0.10
H 2.9729 2.9594 -1.9513 0.13
H 3.6746 -0.0789 -2.1526 0.10
H 4.8182 1.1110 -1.5223 0.08
H 3.5490 1.4627 -4.1303 0.09
H 4.4798 -0.6417 -4.4625 0.09
H 6.1212 -0.0269 -3.8398 0.11
H 5.9518 -0.0327 -6.2942 0.10
H 6.1226 1.6074 -5.7322 0.11
H 4.8231 0.5908 -8.3319 0.08
H 5.1477 2.3112 -7.9531 0.08
H 3.4666 1.7579 -8.2361 0.07
C 3.9757 0.4605 4.6633 -0.10
O 4.1908 -0.3857 3.5641 -0.17
C 3.4180 -1.5633 3.5648 -0.22
C 3.8916 -2.5724 2.5359 -0.22
N 3.5756 -1.9838 1.2592 -0.02
C 4.4022 -2.4099 0.1476 -0.17
C 5.8867 -1.8566 0.2465 -0.12
O 5.9539 -0.4176 -0.0401 -0.24
C 7.2309 0.0678 -0.3859 -0.11
H 4.2710 0.0110 5.6114 0.08
H 2.9589 0.7397 4.9394 0.08
H 4.5083 1.4093 4.5982 0.09
H 2.3649 -1.3808 3.3505 0.11
H 3.4590 -2.0115 4.5575 0.12
H 3.4181 -3.5374 2.7161 0.08
H 4.9299 -2.7818 2.7932 0.11
H 3.8368 -1.0377 1.4974 0.07
H 3.9558 -2.0248 -0.7692 0.10
H 4.3943 -3.4986 0.0936 0.09
H 6.4023 -2.4339 -0.5209 0.11
H 6.2797 -2.1262 1.2268 0.11
H 7.8702 0.1965 0.4875 0.09
H 7.0388 0.9959 -0.9242 0.09
H 7.8093 -0.4542 -1.1482 0.08
C -3.0993 0.4343 -3.9506 -0.13
O -4.3963 0.8923 -3.6461 -0.16
C -5.1165 1.1546 -4.8890 -0.19
C -6.5126 1.8091 -4.6379 -0.21
N -7.0657 1.3772 -3.3288 -0.03
C -7.5682 -0.0021 -3.3961 -0.21
C -8.1000 -0.5107 -2.0534 -0.24
O -7.0055 -0.2689 -1.2095 -0.19
C -7.2323 -0.9468 0.0507 -0.11
H -3.0598 -0.3960 -4.6556 0.07
H -2.6368 0.1778 -2.9975 0.07
H -2.4888 1.2618 -4.3121 0.06
H -5.2486 0.3008 -5.5536 0.10
H -4.5775 1.9093 -5.4618 0.10
H -7.2306 1.7195 -5.4531 0.08
H -6.4035 2.8931 -4.6684 0.09
H -7.9263 1.8941 -3.2185 0.10
H -6.7619 -0.6475 -3.7445 0.11
H -8.2992 -0.0330 -4.2041 0.09
H -8.3460 -1.5709 -2.1122 0.10
H -8.9626 0.0034 -1.6294 0.11
H -7.2715 -2.0259 -0.0978 0.07
H -8.0862 -0.5812 0.6212 0.08
H -6.4257 -0.7699 0.7621 0.05
C -1.2041 -5.0115 -0.5812 -0.10
O 0.0736 -5.0626 -0.0010 -0.22
C 1.0869 -5.3542 -1.0152 -0.17
C 2.4667 -5.3539 -0.2715 -0.18
N 2.4325 -6.4511 0.7342 -0.05
C 3.6220 -6.4378 1.5234 -0.21
C 3.3523 -7.2581 2.8328 -0.18
O 2.4520 -6.5431 3.7245 -0.20
C 2.1167 -7.2849 4.9041 -0.11
H -1.2835 -4.5063 -1.5438 0.08
H -1.9109 -4.4723 0.0496 0.08
H -1.5166 -6.0519 -0.6699 0.09
H 1.0641 -4.6325 -1.8317 0.09
H 0.9999 -6.3076 -1.5363 0.11
H 2.5326 -4.3458 0.1379 0.08
H 3.3532 -5.4303 -0.9010 0.10
H 1.6133 -6.2624 1.2940 0.09
H 3.7875 -5.3891 1.7703 0.09
H 4.5479 -6.7897 1.0685 0.12
H 4.2876 -7.5439 3.3140 0.10
H 2.9722 -8.2570 2.6185 0.11
H 1.8421 -8.3110 4.6594 0.08
H 1.3005 -6.8201 5.4571 0.09
H 2.9612 -7.4646 5.5694 0.08
C -1.4369 3.5252 -5.7064 -0.09
O -1.3795 2.6950 -6.8603 -0.20
C -0.1005 2.4295 -7.4324 -0.22
C 0.7006 1.4733 -6.5686 -0.20
N 0.1639 0.0896 -6.5593 -0.02
C 1.0992 -0.8042 -5.9241 -0.22
C 0.4232 -2.1134 -5.5246 -0.23
O -0.6542 -1.7757 -4.6766 -0.20
C -1.4776 -2.9042 -4.4443 -0.08
H -1.1082 4.5473 -5.8943 0.08
H -0.8809 3.1386 -4.8523 0.07
H -2.4990 3.6268 -5.4833 0.09
H 0.4028 3.3864 -7.5708 0.11
H -0.1889 2.0028 -8.4315 0.11
H 0.6803 1.8193 -5.5351 0.11
H 1.7443 1.5086 -6.8808 0.09
H -0.6382 0.2671 -5.9718 0.10
H 1.4434 -0.3546 -4.9927 0.11
H 1.9905 -1.0063 -6.5181 0.11
H 1.1097 -2.7651 -4.9842 0.09
H 0.1620 -2.7151 -6.3951 0.11
H -1.6680 -3.3738 -5.4093 0.08
H -2.4477 -2.5745 -4.0724 0.09
H -0.8860 -3.5843 -3.8314 0.07
C 1.6707 3.9654 1.4029 -0.20
O 0.6005 4.4143 2.1571 -0.12
H 1.3613 3.5311 0.4522 0.07
H 2.4153 4.6455 0.9892 0.07
H 2.2630 3.3028 2.0339 0.06
H -0.0258 4.7872 1.5324 0.02
C 4.9568 2.2784 1.4858 -0.12
O 4.1447 1.1601 1.0568 -0.16
H 5.7921 1.7756 1.9731 0.07
H 5.3372 2.9273 0.6969 0.08
H 4.4685 2.9413 2.2002 0.07
H 4.6526 0.5945 0.4704 0.01
C 3.8348 -3.1749 -3.3817 -0.14
O 3.6858 -3.3169 -4.8151 -0.12
H 4.3811 -2.2654 -3.1319 0.05
H 2.9095 -3.1658 -2.8057 0.06
H 4.3171 -4.0766 -3.0043 0.07
H 3.2054 -4.1448 -4.8886 0.07
```

Computed properties:
**Total charge**: -3


Entry from OMol25: one molecule with the formula C4H7NO (ωB97M-V/def2-TZVPD).

Structure (XYZ):
```
13
Properties=species:S:1:pos:R:3:lowdin_charge:R:1
O 1.8924 -1.9974 -0.0861 0.04
C 1.6031 -0.9017 -0.5133 -0.37
N 1.2576 0.1911 0.2655 0.03
C 0.0001 0.8490 -0.0285 -0.30
C -1.1431 0.4340 0.8589 -0.11
C -1.1124 -0.0183 -0.5641 -0.12
H 1.6177 -0.6460 -1.5892 0.14
H 1.3891 -0.0037 1.2513 0.13
H 0.0136 1.8929 -0.3632 0.14
H -0.9099 -0.3122 1.6140 0.11
H -1.8909 1.1622 1.1539 0.10
H -1.8300 0.4148 -1.2520 0.10
H -0.8874 -1.0648 -0.7474 0.10
```

Computed properties:
**Energy above the lowest of the compared OMol25 structures with the same formula, charge and spin**: 36.4 kcal/mol
**Total charge**: 0
**SMILES**: O=CNC1CC1


Electronic energy in a.u., matching the order above: -373.5856 -5145.9788 -286.5737
Kohn-Sham gap in eV, matching the order above: 8.63 2.13 10.99
E_HOMO in eV, matching the order above: -9.4 1.7 -9.9